# 1
Below is the molecule C11H12ClNS in a non-equilibrium geometry, with properties calculated with wB97M-V/def2-TZVPD.

The geometry in XYZ format:
```
26
Properties=species:S:1:pos:R:3:forces:R:3
C -2.153990 -0.633067 -1.892775 1.726 -0.615 -2.262
C -1.163716 0.181356 -1.061783 -0.116 -1.245 1.096
C 0.243542 -0.371959 -1.400141 2.703 2.057 -2.274
C -1.480972 1.674886 -1.231069 0.880 0.156 0.820
C -1.408708 -0.159138 0.412014 3.204 -0.673 2.147
Cl -3.030332 -0.346952 0.858952 -0.776 0.122 0.617
C -0.442330 -0.403130 1.437755 -3.130 0.480 -3.114
C -0.894730 -0.855063 2.687812 -0.490 -0.365 2.216
N -1.081893 -1.183444 3.783110 -0.094 0.134 -0.918
C 0.997368 -0.344490 1.402061 2.656 0.659 -0.709
C 1.845688 0.748191 1.350367 -1.620 -0.293 0.048
C 3.248885 0.382764 1.343153 -3.504 0.758 0.382
C 3.437059 -0.942988 1.470976 -0.065 0.757 -0.570
S 1.958949 -1.795078 1.399101 -0.144 -0.272 0.591
H -2.161570 -0.055251 -2.899016 0.287 -1.758 1.104
H -3.143267 -0.485802 -1.551918 -1.010 -0.427 0.425
H -1.783469 -1.773108 -1.930385 -1.273 2.590 -0.231
H 0.404411 -0.584054 -2.546659 -0.595 1.046 1.852
H 0.454161 -1.373475 -1.041953 -0.351 0.056 0.695
H 1.149694 0.354072 -1.047589 -2.301 -1.845 -0.970
H -0.568738 2.223331 -1.179192 0.925 0.510 -0.197
H -1.977057 1.943093 -2.128047 -0.368 -0.090 -1.103
H -2.059555 2.134465 -0.436461 -0.370 -0.487 0.332
H 1.342527 1.762160 1.335377 1.212 -1.104 -0.009
H 3.845716 1.224493 1.313213 2.191 0.891 0.044
H 4.422328 -1.321811 1.553096 0.425 -1.042 -0.013
```
Forces are in eV/Å.

Properties
SMILES: CC(C)(C)/C(Cl)=C(/C#N)c1cccs1
Net charge: 0
Spin multiplicity: 1
Orbital gap in eV: 8.982

---

# 2
Below is a 2-piece molecular cluster, C23H21NS overall in a non-equilibrium geometry, with properties calculated with wB97M-V/def2-TZVPD.

The geometry in XYZ format:
```
46
Properties=species:S:1:pos:R:3:forces:R:3
C -2.889595 0.009255 3.403419 -0.302 -0.027 0.152
C -1.460847 0.006126 2.951821 0.699 -0.085 0.232
C -0.782299 -1.210046 2.733932 -0.112 0.216 -0.425
C 0.527110 -1.215760 2.268737 0.065 0.922 -0.040
C 1.244090 -0.003490 2.130964 -2.471 0.312 0.240
S 2.905324 0.083115 2.064511 1.871 0.754 0.176
C 0.526389 1.213489 2.250361 -0.193 -0.836 0.071
C -0.770929 1.219352 2.734119 -0.236 -0.247 -0.458
H -3.242842 1.043958 3.519884 0.001 -0.372 0.079
H -3.537127 -0.488311 2.660943 0.202 0.159 0.296
H -2.995967 -0.529844 4.361565 -0.082 0.267 -0.347
H -1.268818 -2.182827 2.893377 -0.038 0.571 -0.120
H 1.024645 -2.112183 1.943234 0.115 -0.398 0.492
H 1.033973 2.103368 1.910195 0.043 0.273 0.472
H -1.256895 2.188099 2.910580 -0.015 -0.515 -0.165
C 7.976796 2.114433 -0.288249 0.409 0.226 0.104
N 6.795758 1.461437 -0.814304 0.202 0.237 0.082
C 5.743324 1.100342 -0.047082 -1.095 -0.835 -0.769
C 4.772263 0.443339 -0.851560 2.152 1.551 0.232
C 3.608336 -0.180597 -0.414731 -0.551 -2.478 1.951
C 2.530429 -0.592371 -1.272069 -1.188 -0.350 -0.614
C 2.164179 0.112537 -2.447393 -0.025 0.031 0.388
C 1.276277 -0.433768 -3.363794 -0.138 -0.702 -0.064
C 0.743688 -1.720066 -3.155403 0.007 -0.233 0.318
C 1.016404 -2.405130 -1.953870 0.269 0.306 -0.353
C 1.868448 -1.831302 -1.013772 0.377 0.523 0.018
C 5.363398 0.363982 -2.194235 0.266 0.668 0.676
C 5.045767 -0.294478 -3.372067 0.178 -0.130 -1.351
C 5.872176 -0.102410 -4.500169 -0.076 -0.027 0.580
C 7.063188 0.652467 -4.419305 0.125 0.226 0.521
C 7.470046 1.216730 -3.194245 -0.288 -0.329 -1.040
C 6.598810 1.055995 -2.129537 0.104 -0.109 0.685
H 8.658397 2.346102 -1.112466 -0.178 -0.027 0.271
H 7.729948 3.051310 0.230064 -0.086 -0.215 -0.241
H 8.514564 1.478495 0.432998 -0.242 0.040 -0.319
H 5.739096 1.347137 1.017570 -0.243 -0.115 -0.491
H 3.670330 -0.739709 0.562526 0.342 -0.144 -2.196
H 2.604033 1.093816 -2.645192 -0.083 -0.350 0.103
H 1.033787 0.087017 -4.289886 0.086 -0.008 0.292
H 0.121682 -2.216219 -3.924489 0.378 0.510 0.537
H 0.637560 -3.415358 -1.773429 -0.053 0.460 -0.109
H 2.091659 -2.352294 -0.076212 -0.010 0.168 -0.429
H 4.171101 -0.949845 -3.441907 0.378 0.412 -0.045
H 5.595335 -0.550236 -5.459721 0.111 0.085 0.435
H 7.691836 0.783710 -5.308801 -0.319 -0.096 0.413
H 8.407410 1.767851 -3.075634 -0.356 -0.288 -0.239
```
Forces are in eV/Å.

Properties
Net charge: 0
Spin multiplicity: 1
Orbital gap in eV: 5.088

---

# 3
Below is a 2-piece molecular cluster, C4H13N3O overall in a non-equilibrium geometry, with properties calculated with wB97M-V/def2-TZVPD.

The geometry in XYZ format:
```
21
Properties=species:S:1:pos:R:3:forces:R:3
C 1.010442 1.280585 -0.403904 -0.131 -0.196 0.967
C 0.144849 0.270761 -0.689716 -3.266 3.592 -0.819
N 0.193543 -0.243998 -1.987353 -0.868 -0.771 -0.348
N -1.349894 0.281086 -0.095584 3.080 -1.509 1.623
C -1.715410 1.278897 0.889942 0.463 0.652 -0.553
O -2.497349 0.008672 -0.880556 0.715 -0.172 -1.147
H 1.608684 1.739728 -1.181000 0.342 -0.585 0.012
H 1.177058 1.645032 0.599837 -0.381 0.230 -0.048
H -0.725451 -0.446361 -2.366627 0.581 -0.116 -0.265
H 0.725183 0.321195 -2.639067 -0.028 -0.041 0.288
H -0.984979 1.354004 1.700771 0.141 -0.249 -0.341
H -1.774577 2.269487 0.409716 -0.154 0.025 0.248
H -2.665708 1.040903 1.377860 0.085 -0.183 -0.399
H -2.164567 -0.203393 -1.772146 -0.605 0.317 0.463
C 1.664568 -1.445105 1.436175 -0.566 -0.084 -0.473
N 0.713381 -1.604670 0.336190 1.232 -0.097 1.412
H 1.600454 -2.295110 2.117967 0.306 0.026 0.101
H 1.432816 -0.535991 1.991856 0.094 0.159 0.143
H 2.674069 -1.346619 1.035978 -0.050 -0.078 0.135
H 1.186264 -1.741594 -0.559592 -1.648 -0.459 0.535
H -0.253377 -1.627507 0.679254 0.659 -0.461 -1.534
```
Forces are in eV/Å.

Properties
SMILES: C=C(N)N(C)O.CN
Net charge: 0
Spin multiplicity: 1
Orbital gap in eV: 7.872

---

# 4
Below is C22H47ClF6OP2Tb as an isolated structure in a non-equilibrium geometry, with properties calculated with wB97M-V/def2-TZVPD.

The geometry in XYZ format:
```
80
Properties=species:S:1:pos:R:3:forces:R:3
Tb 0.040397 -0.037308 -0.119369 -0.146 -0.070 0.648
Cl 0.004543 0.059303 -2.770705 -0.027 -0.004 -0.941
P -0.283549 -2.677404 -1.004495 0.102 0.308 1.053
C 0.772319 -3.369973 -2.349507 -0.415 -0.173 -0.368
C -0.003916 -3.784806 0.490564 -0.166 -0.503 -0.860
C -2.073173 -2.737003 -1.521086 0.667 -0.543 -0.439
C 2.136539 -2.665785 -2.414099 0.078 0.025 -0.083
H 0.214438 -3.124959 -3.272332 0.178 -0.063 0.255
C 0.913724 -4.891664 -2.257926 0.145 -0.302 -0.295
H 1.634381 -5.188286 -1.479675 -0.239 0.118 -0.185
H 1.284109 -5.281232 -3.219535 0.024 0.052 0.250
H -0.042056 -5.391701 -2.056296 0.266 0.092 -0.002
H 2.041013 -1.662088 -2.842590 -0.031 -0.239 0.198
H 2.826736 -3.248105 -3.038429 -0.107 -0.012 0.007
H 2.583764 -2.547365 -1.423190 -0.075 -0.003 -0.150
H -2.023244 -2.146931 -2.455426 -0.024 -0.232 0.286
C -3.074616 -2.045090 -0.585747 -0.143 0.243 0.304
C -2.472172 -4.170213 -1.844242 -0.605 -0.039 -0.283
H -1.954528 -4.531866 -2.737609 -0.053 -0.064 0.132
H -3.551482 -4.198639 -2.043854 0.094 -0.192 -0.046
H -2.267162 -4.852042 -1.008013 -0.047 0.125 -0.149
H -2.621560 -1.336503 0.123619 -0.120 -0.200 -0.314
H -3.671393 -2.759437 -0.001002 0.187 -0.002 -0.211
H -3.762433 -1.433295 -1.187607 0.112 -0.211 0.184
C 1.364696 -3.421268 1.055352 0.213 0.315 0.330
H -0.005107 -4.851770 0.188879 -0.083 0.397 0.188
C -1.110918 -3.528952 1.495818 -0.238 0.286 0.429
H 2.192739 -3.712186 0.400971 -0.157 0.038 0.031
H 1.528874 -3.885181 2.034356 -0.098 -0.145 -0.078
H 1.439723 -2.334215 1.214244 0.087 -0.326 -0.091
H -1.210269 -2.454625 1.714919 0.045 -0.365 -0.168
H -0.897916 -3.998373 2.464938 0.033 -0.091 -0.262
H -2.081634 -3.889390 1.146361 0.098 0.003 0.024
H 1.913293 -0.546693 -0.150496 1.721 -0.353 0.048
H -1.817482 0.498110 -0.134405 -1.524 0.711 0.050
P 0.433311 2.654460 -0.931612 0.051 -0.367 1.078
C -0.763414 3.412446 -2.126031 0.356 0.156 -0.313
C 0.356508 3.717207 0.627029 0.120 0.457 -0.976
C 2.140928 2.751202 -1.658356 -0.658 0.479 -0.363
C -2.129776 2.713493 -2.089341 -0.115 -0.003 -0.062
H -0.300468 3.211531 -3.110039 -0.145 0.038 0.287
C -0.903045 4.927148 -1.957900 -0.116 0.308 -0.248
H -1.534970 5.185023 -1.094456 0.206 -0.090 -0.215
H -1.383137 5.344934 -2.857262 0.022 -0.053 0.265
H 0.064101 5.432437 -1.844690 -0.246 -0.085 0.019
H -2.072983 1.709712 -2.522397 0.041 0.234 0.198
H -2.862402 3.300592 -2.658882 0.124 0.026 -0.020
H -2.505228 2.598360 -1.068551 0.083 -0.001 -0.161
H 1.975218 2.212612 -2.609148 0.056 0.227 0.275
C 3.239536 2.004520 -0.886667 0.145 -0.194 0.180
C 2.504200 4.200319 -1.952318 0.554 0.049 -0.328
H 1.879998 4.608590 -2.753084 0.079 0.050 0.144
H 3.549754 4.238926 -2.286493 -0.118 0.198 -0.010
H 2.410614 4.837545 -1.061778 0.038 -0.116 -0.174
H 2.860189 1.347460 -0.093234 0.090 0.122 -0.304
H 3.971364 2.693286 -0.440734 -0.197 -0.011 -0.125
H 3.773940 1.337945 -1.578296 -0.064 0.192 0.226
C -1.001374 3.429593 1.260350 -0.292 -0.242 0.169
H 0.418821 4.788861 0.352682 0.015 -0.357 0.232
C 1.524355 3.361834 1.535912 0.204 -0.275 0.268
H -1.823097 3.912816 0.720876 0.155 -0.063 0.034
H -1.044706 3.772627 2.299637 0.059 0.129 -0.053
H -1.226889 2.350128 1.265036 0.041 0.318 -0.008
H 1.601368 2.272050 1.692226 -0.026 0.337 -0.104
H 1.411888 3.811722 2.533803 -0.055 0.001 -0.228
H 2.478188 3.701649 1.124297 -0.089 -0.034 0.007
C 0.322221 1.298462 3.946703 0.453 0.696 0.011
C -0.253243 0.032799 3.386795 -1.234 -1.863 -0.903
O -0.067707 -0.176203 2.031826 0.054 0.476 1.822
C 0.404627 -1.164048 4.189764 0.461 -0.110 -0.608
F 0.584038 -0.872587 5.508752 -0.108 -0.326 -0.554
F -0.283485 -2.336027 4.130707 0.528 0.873 0.179
F 1.645714 -1.398573 3.659293 -1.015 0.107 0.728
C -1.828074 0.006005 3.632275 0.046 0.310 -0.823
F -2.160221 0.061681 4.950338 0.041 -0.083 -0.582
F -2.383454 1.106837 3.022154 0.400 -1.063 0.831
F -2.445442 -1.086586 3.092289 0.534 1.088 0.700
H 1.411952 1.252442 3.835290 -0.181 0.048 0.043
H 0.082499 1.434815 5.004380 -0.029 -0.015 -0.168
H -0.038894 2.146913 3.366470 -0.022 -0.145 0.145
```
Forces are in eV/Å.

Properties
Net charge: -1
Spin multiplicity: 7
Orbital gap (spin up / spin down) in eV: 6.046 / 6.136